DFT (ωB97M-V/def2-TZVPD) results for 4 unconnected molecules or ions with the total composition C32H66BrF3N7O7S2 at a distorted geometry.

Each line ends with the Löwdin charge.
Geometry (Å):
C  1.568  -3.535  -2.081  0.20
C  1.226  -2.637  -1.171  -0.05
N  0.682  -1.555  -0.301  0.02
C  0.822  -1.669  1.188  -0.12
C  -0.589  -2.142  1.825  -0.15
C  -0.689  -3.761  1.562  -0.20
S  -2.228  -4.260  0.643  0.73
O  -1.964  -4.117  -0.843  -0.35
O  -2.477  -5.719  0.947  -0.31
O  -3.528  -3.362  1.218  -0.19
C  0.065  -0.494  -0.837  -0.14
N  -0.087  -0.471  -2.312  0.09
C  -1.458  0.110  -2.468  -0.64
Br  -2.110  0.454  -4.309  0.94
C  -2.726  -0.729  -1.817  -0.17
O  -3.923  -0.170  -2.474  -0.18
C  -5.102  -0.929  -2.144  -0.33
C  -5.457  -1.573  -0.712  0.00
O  -5.982  -1.070  -3.075  0.05
C  -1.277  1.373  -1.431  -0.26
S  -0.639  2.969  -2.131  0.85
O  -0.357  4.060  -1.123  -0.29
O  -1.755  3.514  -3.033  -0.31
C  0.868  2.818  -3.223  -0.39
F  1.350  4.178  -3.427  0.06
F  0.618  2.296  -4.534  0.05
F  1.970  2.095  -2.647  0.04
N  -0.598  0.695  -0.285  -0.02
C  0.095  1.529  0.749  -0.14
C  1.681  1.766  0.507  -0.23
N  2.275  2.166  1.855  0.00
H  2.000  -4.334  -2.797  0.10
H  1.301  -0.750  1.702  0.12
H  1.572  -2.546  1.376  0.16
H  -0.577  -1.897  2.950  0.14
H  -1.445  -1.554  1.323  0.10
H  0.206  -4.159  0.928  0.11
H  -0.571  -4.279  2.600  0.14
H  -3.423  -2.431  0.883  0.05
H  0.677  -0.070  -2.880  0.14
H  -2.860  -0.533  -0.690  0.12
H  -2.590  -1.858  -1.999  0.15
H  -5.119  -0.939  0.197  0.09
H  -6.624  -1.607  -0.654  0.12
H  -5.111  -2.671  -0.675  0.10
H  -2.319  1.626  -1.012  0.18
H  -0.494  2.518  0.950  0.16
H  0.012  0.940  1.758  0.13
H  2.266  0.830  0.183  0.12
H  1.827  2.687  -0.169  0.11
H  1.585  2.837  2.230  0.08
H  2.388  1.337  2.464  0.06
C  -10.869  -4.982  -6.521  -0.09
C  -9.803  -3.916  -6.745  -0.27
N  -9.682  -2.959  -5.649  -0.19
C  -8.865  -1.792  -5.991  -0.25
C  -7.385  -2.030  -6.283  -0.09
C  -9.443  -3.519  -4.323  -0.25
C  -8.200  -4.388  -4.132  -0.09
H  -11.843  -4.527  -6.318  0.08
H  -10.968  -5.603  -7.416  0.07
H  -10.616  -5.647  -5.690  0.06
H  -10.079  -3.377  -7.658  0.12
H  -8.848  -4.413  -6.958  0.10
H  -8.953  -1.045  -5.195  0.11
H  -9.311  -1.314  -6.872  0.11
H  -6.819  -2.214  -5.370  0.04
H  -6.957  -1.133  -6.743  0.07
H  -7.222  -2.858  -6.977  0.07
H  -10.318  -4.114  -4.041  0.10
H  -9.421  -2.710  -3.585  0.11
H  -8.055  -5.099  -4.950  0.07
H  -8.299  -4.972  -3.211  0.07
H  -7.298  -3.785  -4.030  0.05
C  8.045  4.686  1.498  -0.09
C  8.256  3.357  0.783  -0.27
N  7.205  2.375  1.035  -0.19
C  7.554  1.027  0.578  -0.25
C  7.739  0.819  -0.924  -0.09
C  5.839  2.798  0.742  -0.26
C  5.525  3.248  -0.684  -0.08
H  7.928  4.538  2.575  0.08
H  8.911  5.335  1.340  0.08
H  7.167  5.219  1.123  0.06
H  9.211  2.954  1.136  0.12
H  8.381  3.551  -0.289  0.10
H  6.804  0.318  0.944  0.11
H  8.484  0.732  1.077  0.11
H  6.783  0.797  -1.449  0.05
H  8.216  -0.151  -1.100  0.07
H  8.377  1.580  -1.378  0.07
H  5.583  3.619  1.420  0.10
H  5.143  1.997  1.018  0.09
H  6.294  3.907  -1.096  0.07
H  4.583  3.806  -0.693  0.07
H  5.397  2.399  -1.357  0.05
C  5.663  0.352  5.542  -0.09
C  4.715  1.543  5.473  -0.27
N  3.519  1.398  6.300  -0.20
C  2.497  2.408  6.014  -0.26
C  2.841  3.864  6.318  -0.09
C  3.740  1.119  7.716  -0.25
C  4.568  2.121  8.518  -0.08
H  5.146  -0.577  5.284  0.07
H  6.484  0.488  4.831  0.07
H  6.108  0.239  6.534  0.07
H  4.412  1.649  4.425  0.10
H  5.275  2.452  5.725  0.10
H  1.573  2.144  6.541  0.11
H  2.240  2.336  4.949  0.08
H  2.807  4.071  7.388  0.06
H  2.098  4.518  5.849  0.07
H  3.819  4.154  5.929  0.07
H  4.222  0.139  7.799  0.10
H  2.773  0.983  8.215  0.12
H  5.463  2.450  7.983  0.07
H  4.901  1.657  9.451  0.08
H  3.984  2.999  8.792  0.06

Summary:
Orbital gap in eV: 4.2043
E in eV: -158862.852
LUMO energy in eV: -4.95
HOMO energy in Ha: -0.3364
Total charge: +1

---

DFT (ωB97M-V/def2-TZVPD) results for a gas-phase ion, C4H3O2S (charge -1) at a distorted geometry.

Each line ends with the Löwdin charge.
Geometry (Å):
C  1.318  -0.620  -0.012  0.00
C  0.813  0.551  0.299  -0.12
C  -1.452  -0.315  -0.303  -1.02
C  -0.638  0.875  0.137  -0.54
O  -1.747  -0.629  -1.458  -0.09
O  -1.046  1.967  0.254  0.08
S  -1.864  -1.142  1.099  0.51
H  2.360  -0.769  0.033  0.04
H  0.677  -1.252  -0.557  0.04
H  1.581  1.333  0.509  0.11

Summary:
Orbital gap in eV: 7.4629
E in eV: -19127.172
Relative energy (zero: lowest compared OMol25 entry of this formula, charge and spin) in kJ/mol: 0.0
LUMO energy in eV: 3.87
HOMO energy in Ha: -0.1321
Structure (SMILES): C=CC(=O)C([O-])=S
Total charge: -1

---

DFT (ωB97M-V/def2-TZVPD) results for C6H8 in the gas phase.

Each line ends with the Löwdin charge.
Geometry (Å):
C  -1.251  0.815  0.500  -0.06
C  -0.315  0.269  -0.600  -0.36
C  1.147  0.676  -0.326  -0.24
C  1.818  -0.418  0.464  0.04
C  0.864  -1.517  0.376  -0.14
C  -0.247  -1.196  -0.326  -0.04
H  -2.098  0.144  0.678  0.08
H  -1.640  1.809  0.268  0.08
H  -0.692  0.522  -1.598  0.14
H  1.259  1.654  0.156  0.11
H  1.731  0.747  -1.258  0.12
H  -0.679  0.860  1.434  0.09
H  1.018  -2.486  0.843  0.08
H  -1.076  -1.861  -0.570  0.12

Summary:
Orbital gap in eV: 7.7132
E in eV: -6347.918
Relative energy (zero: lowest compared OMol25 entry of this formula, charge and spin) in kJ/mol: 276.5
LUMO energy in eV: -0.36
HOMO energy in Ha: -0.2966

---

DFT (ωB97M-V/def2-TZVPD) results for 12 unconnected molecules or ions with the total composition C11H44F2N23O15S2 at a distorted geometry.

Each line ends with the Löwdin charge.
Geometry (Å):
N  0.649  -0.973  -1.226  -0.31
S  -0.839  -0.554  -0.900  0.45
O  -1.129  0.692  -0.264  -0.28
O  -1.684  -1.677  -0.643  -0.24
F  -1.281  -0.276  -2.417  -0.20
S  1.113  -1.287  0.354  0.55
O  0.579  -2.509  0.827  -0.25
O  1.479  -0.234  1.246  -0.26
F  2.590  -1.713  -0.134  -0.20
C  1.671  3.051  3.298  -0.66
O  1.931  3.526  2.208  0.03
N  1.896  1.696  3.565  0.14
N  1.518  3.749  4.461  0.15
H  1.498  1.284  4.394  0.09
H  1.928  1.074  2.757  0.05
H  1.695  3.334  5.355  0.09
H  1.495  4.752  4.448  0.10
C  -1.633  -4.971  3.292  -0.68
O  -1.976  -6.089  3.666  -0.01
N  -1.529  -3.901  4.134  0.15
N  -1.257  -4.660  2.006  0.17
H  -1.585  -4.013  5.129  0.10
H  -1.087  -3.051  3.815  0.05
H  -0.791  -3.807  1.750  0.04
H  -1.168  -5.432  1.370  0.10
C  3.157  1.203  -2.897  -0.68
O  3.907  2.095  -3.224  0.04
N  2.141  1.259  -1.967  0.15
N  3.168  -0.087  -3.442  0.14
H  1.851  2.172  -1.661  0.11
H  1.584  0.437  -1.695  0.01
H  3.712  -0.455  -4.198  0.10
H  2.670  -0.726  -2.852  0.04
C  -1.840  -0.236  3.048  -0.65
O  -1.235  -1.270  2.749  0.00
N  -3.013  -0.267  3.728  0.17
N  -1.301  0.991  2.820  0.19
H  -3.583  0.551  3.843  0.08
H  -3.402  -1.141  4.026  0.11
H  -1.859  1.811  2.975  0.08
H  -0.426  1.006  2.329  0.06
C  5.211  -4.281  -2.312  -0.66
O  5.692  -5.395  -2.442  0.03
N  4.308  -3.967  -1.318  0.13
N  5.503  -3.231  -3.149  0.16
H  4.130  -4.773  -0.743  0.12
H  4.316  -3.017  -0.991  0.08
H  5.163  -2.354  -2.793  0.07
H  6.011  -3.258  -4.008  0.10
C  -4.999  2.582  1.923  -0.63
O  -4.182  3.123  2.691  -0.03
N  -5.751  3.348  1.094  0.17
N  -4.942  1.245  1.675  0.17
H  -6.398  2.928  0.447  0.10
H  -5.839  4.347  1.132  0.11
H  -4.022  0.858  1.800  0.08
H  -5.616  0.764  1.110  0.11
C  -1.439  5.285  1.118  -0.67
O  -0.852  6.291  0.763  0.02
N  -2.756  5.235  1.514  0.14
N  -0.842  4.033  1.119  0.16
H  -3.143  6.141  1.720  0.09
H  -3.300  4.432  1.838  0.03
H  -1.327  3.160  1.112  0.06
H  0.125  4.175  0.862  0.08
C  -2.944  3.185  -3.632  -0.69
O  -3.949  2.947  -4.282  0.02
N  -2.220  4.356  -3.783  0.14
N  -2.542  2.506  -2.517  0.15
H  -2.485  5.039  -4.466  0.10
H  -1.282  4.328  -3.425  0.09
H  -1.720  2.662  -1.961  0.08
H  -3.046  1.646  -2.376  0.09
C  0.314  1.821  -6.118  -0.64
O  0.247  1.781  -7.343  0.02
N  -0.679  1.290  -5.309  0.15
N  1.506  1.933  -5.437  0.14
H  -1.633  1.235  -5.625  0.10
H  -0.589  1.620  -4.357  0.06
H  2.289  2.237  -5.988  0.10
H  1.647  1.180  -4.783  0.06
C  0.866  -3.814  -3.574  -0.67
O  1.093  -4.978  -3.867  0.02
N  -0.126  -3.056  -4.119  0.16
N  1.721  -3.081  -2.792  0.15
H  -0.891  -3.330  -4.705  0.10
H  -0.164  -2.064  -3.950  0.07
H  1.378  -2.249  -2.317  0.01
H  2.595  -3.453  -2.447  0.05
C  1.639  -3.141  5.240  -0.68
O  1.080  -2.565  6.161  0.01
N  1.854  -2.570  4.018  0.17
N  2.304  -4.344  5.398  0.15
H  2.330  -3.167  3.369  0.09
H  1.572  -1.636  3.790  0.09
H  3.035  -4.479  4.728  0.08
H  2.135  -4.865  6.233  0.10

Summary:
Orbital gap in eV: 9.0159
E in eV: -104224.071
Relative energy (zero: lowest compared OMol25 entry of this formula, charge and spin) in kJ/mol: 77.6
LUMO energy in eV: 1.61
HOMO energy in Ha: -0.2720
Total charge: -1

---

Which formula does entry 1 have?
C32H66BrF3N7O7S2

---

Copy entry 3 word for word.
DFT (ωB97M-V/def2-TZVPD) results for C6H8 in the gas phase.

Each line ends with the Löwdin charge.
Geometry (Å):
C  -1.251  0.815  0.500  -0.06
C  -0.315  0.269  -0.600  -0.36
C  1.147  0.676  -0.326  -0.24
C  1.818  -0.418  0.464  0.04
C  0.864  -1.517  0.376  -0.14
C  -0.247  -1.196  -0.326  -0.04
H  -2.098  0.144  0.678  0.08
H  -1.640  1.809  0.268  0.08
H  -0.692  0.522  -1.598  0.14
H  1.259  1.654  0.156  0.11
H  1.731  0.747  -1.258  0.12
H  -0.679  0.860  1.434  0.09
H  1.018  -2.486  0.843  0.08
H  -1.076  -1.861  -0.570  0.12

Summary:
Orbital gap in eV: 7.7132
E in eV: -6347.918
Relative energy (zero: lowest compared OMol25 entry of this formula, charge and spin) in kJ/mol: 276.5
LUMO energy in eV: -0.36
HOMO energy in Ha: -0.2966